# 1
CH5NO4S | ωB97M-V/def2-TZVPD

Output
⟨S²⟩ = 2.003
molecular weight = 127.12 g/mol
Kohn-Sham gap (spin up / spin down) = 7.1841 / 9.2655 eV
relative energy (zero: lowest compared OMol25 entry of this formula, charge and spin) = 180.20 kJ/mol
LUMO (spin up / spin down) = 0.3 / -2.4 eV

ORCA input file:
```
! RIJCOSX wB97M-V def2-TZVPD def2/J DEFGRID3
* xyz 0 3
C -0.690 -0.380 -0.326
N 0.992 1.454 0.657
O 1.644 -0.937 0.107
O 0.370 -0.668 2.141
O -0.348 -1.344 -1.252
O -1.152 0.752 -0.831
S 0.639 -0.238 0.814
H -2.029 -1.206 0.461
H 0.376 1.925 1.337
H 0.755 1.636 -0.259
H 0.591 -1.524 -1.114
H -1.150 0.529 -1.735
*
```

***

# 2
CH5NO6P2 | ωB97M-V/def2-TZVPD

Output
molecular weight = 189.00 g/mol
Kohn-Sham gap = 7.8597 eV
relative energy (zero: lowest compared OMol25 entry of this formula, charge and spin) = 0.00 kJ/mol
SMILES = CN[P@](=O)([O-])O[P@@](=O)([O-])O
LUMO = 6.5 eV

ORCA input file:
```
! RIJCOSX wB97M-V def2-TZVPD def2/J DEFGRID3
* xyz -2 1
C 0.082 -1.920 -0.293
N 1.129 -0.909 -0.320
O -0.146 0.901 0.864
O -0.420 3.150 -0.556
O -0.741 0.823 -1.695
O 2.491 1.076 0.645
O 1.303 -0.638 2.207
O -2.361 1.665 0.186
P 1.296 0.197 0.949
P -0.810 1.727 -0.438
H -0.562 -1.758 0.534
H 0.552 -2.944 -0.218
H -0.523 -1.879 -1.272
H 1.134 -0.337 -1.114
H -2.424 0.847 0.521
*
```

***

# 3
CH5NOS | ωB97M-V/def2-TZVPD

Output
molecular weight = 79.12 g/mol
Kohn-Sham gap (spin up / spin down) = 9.6878 / 9.6884 eV
relative energy (zero: lowest compared OMol25 entry of this formula, charge and spin) = 578.63 kJ/mol
SMILES = C[S@H](=N)=O
LUMO (spin up / spin down) = 0.4 / 0.4 eV

ORCA input file:
```
! RIJCOSX wB97M-V def2-TZVPD def2/J DEFGRID3
* xyz 0 1
C 0.524 -0.153 0.822
N -0.256 0.456 -1.881
O -0.069 2.601 0.359
S -0.353 0.777 -0.395
H -0.153 -0.792 1.363
H 1.478 -0.673 0.480
H 0.664 0.725 1.486
H 0.654 0.402 -2.255
H -1.587 0.603 -0.179
*
```

***

# 4
CH5NP2 | ωB97M-V/def2-TZVPD

Output
⟨S²⟩ = 2.007
molecular weight = 93.01 g/mol
Kohn-Sham gap (spin up / spin down) = 4.9064 / 8.0938 eV
relative energy (zero: lowest compared OMol25 entry of this formula, charge and spin) = 406.64 kJ/mol
LUMO (spin up / spin down) = 0.7 / -3.1 eV

ORCA input file:
```
! RIJCOSX wB97M-V def2-TZVPD def2/J DEFGRID3
* xyz 0 3
C -3.156 1.007 0.198
N -3.030 -0.103 -0.114
P 2.119 0.851 -0.290
P 0.901 -0.800 0.358
H -2.894 -1.052 -0.392
H 1.819 1.628 0.835
H 1.088 1.435 -1.028
H 1.251 -1.611 -0.721
H 1.901 -1.354 1.155
*
```

***

# 5
CH5NS | ωB97M-V/def2-TZVPD

Output
molecular weight = 63.12 g/mol
Kohn-Sham gap = 10.4254 eV
relative energy (zero: lowest compared OMol25 entry of this formula, charge and spin) = 28.66 kJ/mol
SMILES = C=N.S
LUMO = 1.0 eV

ORCA input file:
```
! RIJCOSX wB97M-V def2-TZVPD def2/J DEFGRID3
* xyz 0 1
S -2.649 -0.267 -0.221
H -3.478 0.777 -0.103
C 1.599 0.163 0.199
N 0.898 -0.879 0.095
H 2.545 0.327 -0.325
H 1.282 0.991 0.834
H -1.553 0.433 0.052
H 1.356 -1.545 -0.531
*
```

***

# 6
CH5NS | ωB97M-V/def2-TZVPD

Output
molecular weight = 63.12 g/mol
Kohn-Sham gap = 10.6966 eV
relative energy (zero: lowest compared OMol25 entry of this formula, charge and spin) = 39.02 kJ/mol
SMILES = C=N.S
LUMO = 0.8 eV

ORCA input file:
```
! RIJCOSX wB97M-V def2-TZVPD def2/J DEFGRID3
* xyz 0 1
S -1.436 -1.060 -2.296
H -0.622 -0.846 -1.209
C 0.933 0.721 1.150
N 0.290 -0.246 1.644
H 1.375 0.741 0.149
H 1.077 1.618 1.750
H -1.970 0.154 -2.251
H 0.353 -1.083 1.064
*
```

***

# 7
CH5NS | ωB97M-V/def2-TZVPD

Output
molecular weight = 63.12 g/mol
Kohn-Sham gap = 10.5547 eV
relative energy (zero: lowest compared OMol25 entry of this formula, charge and spin) = 38.20 kJ/mol
SMILES = C=N.S
LUMO = 1.1 eV

ORCA input file:
```
! RIJCOSX wB97M-V def2-TZVPD def2/J DEFGRID3
* xyz 0 1
S -1.745 0.526 0.139
H -2.058 1.628 0.830
C 2.380 -1.080 -0.421
N 1.618 -0.221 0.081
H 3.330 -0.884 -0.933
H 2.142 -2.143 -0.349
H -2.978 0.388 -0.371
H 1.923 0.700 -0.112
*
```

***

# 8
CH5O2 | ωB97M-V/def2-TZVPD

Output
molecular weight = 49.05 g/mol
Kohn-Sham gap = 7.5774 eV
relative energy (zero: lowest compared OMol25 entry of this formula, charge and spin) = 40.58 kJ/mol
LUMO = 4.9 eV

ORCA input file:
```
! RIJCOSX wB97M-V def2-TZVPD def2/J DEFGRID3
* xyz -1 1
C -0.768 0.073 0.791
O -0.661 -0.291 -0.492
H -1.515 0.793 1.072
H -1.218 -0.710 1.438
H 0.215 0.315 1.073
H 1.873 -0.616 -1.202
H 0.555 0.226 -1.156
O 1.519 0.209 -1.524
*
```

***

# 9
CH5O2P | ωB97M-V/def2-TZVPD

Output
molecular weight = 80.02 g/mol
Kohn-Sham gap = 10.3057 eV
relative energy (zero: lowest compared OMol25 entry of this formula, charge and spin) = 177.17 kJ/mol
SMILES = OC(O)P
LUMO = 0.8 eV

ORCA input file:
```
! RIJCOSX wB97M-V def2-TZVPD def2/J DEFGRID3
* xyz 0 1
C 0.152 -0.211 0.592
O 0.747 -1.431 0.148
O 0.898 0.785 0.010
P -1.576 -0.191 -0.016
H 0.339 0.074 1.796
H 1.585 -1.186 -0.280
H 0.849 1.001 -0.899
H -1.324 -0.004 -1.320
H -1.671 1.163 -0.029
*
```

***

# 10
CH5O2P | ωB97M-V/def2-TZVPD

Output
molecular weight = 80.02 g/mol
Kohn-Sham gap = 10.4931 eV
relative energy (zero: lowest compared OMol25 entry of this formula, charge and spin) = 158.96 kJ/mol
SMILES = OC(O)P
LUMO = 0.7 eV

ORCA input file:
```
! RIJCOSX wB97M-V def2-TZVPD def2/J DEFGRID3
* xyz 0 1
C -0.352 -0.199 -0.019
O -1.566 0.403 -0.276
O 0.357 -0.593 -1.184
P 0.766 0.595 1.222
H -0.624 -1.308 0.465
H -1.663 1.398 -0.279
H -0.369 -1.151 -1.609
H 1.783 1.286 0.366
H 1.668 -0.432 1.314
*
```

***

# 11
CH5O2PS2 | ωB97M-V/def2-TZVPD

Output
molecular weight = 144.16 g/mol
Kohn-Sham gap (spin up / spin down) = 5.3451 / 7.7327 eV
relative energy (zero: lowest compared OMol25 entry of this formula, charge and spin) = 458.34 kJ/mol
LUMO (spin up / spin down) = -2.8 / -1.4 eV

ORCA input file:
```
! RIJCOSX wB97M-V def2-TZVPD def2/J DEFGRID3
* xyz 0 1
C -0.447 1.175 0.471
O 0.118 1.976 -0.480
O -1.527 0.461 0.033
P 0.801 -0.148 1.300
S 1.718 -0.420 -2.130
S -0.717 -1.104 2.415
H -0.592 1.994 1.304
H 0.484 1.400 -1.298
H -1.725 0.643 -0.862
H 0.577 -1.208 -2.248
H -0.187 -2.337 2.310
*
```

***

# 12
CH5O3 | ωB97M-V/def2-TZVPD

Output
molecular weight = 65.05 g/mol
Kohn-Sham gap = 13.0125 eV
relative energy (zero: lowest compared OMol25 entry of this formula, charge and spin) = 25.22 kJ/mol
LUMO = -3.9 eV

ORCA input file:
```
! RIJCOSX wB97M-V def2-TZVPD def2/J DEFGRID3
* xyz 1 1
O 0.205 0.951 1.851
H -0.450 1.484 2.343
H 0.375 0.118 2.318
H 0.050 0.791 0.745
O 0.005 0.563 -0.513
C -0.205 -0.344 -1.293
O 0.675 -1.269 -1.455
H -1.145 -0.351 -1.871
H 0.490 -1.942 -2.126
*
```

***

# 13
CH5O3PS | ωB97M-V/def2-TZVPD

Output
molecular weight = 128.09 g/mol
Kohn-Sham gap = 8.4964 eV
relative energy (zero: lowest compared OMol25 entry of this formula, charge and spin) = 192.53 kJ/mol
SMILES = O=[PH](O)O.C=S
LUMO = 0.1 eV

ORCA input file:
```
! RIJCOSX wB97M-V def2-TZVPD def2/J DEFGRID3
* xyz 0 1
C 2.895 0.134 0.471
O -1.926 1.273 -0.795
O -1.865 -1.220 -0.813
O -0.292 0.031 0.714
P -1.645 0.046 0.142
S 4.237 -0.056 -0.385
H 3.086 0.912 1.366
H -2.760 0.072 0.968
H 2.007 -0.305 0.359
H -2.680 0.853 -1.386
H -1.057 -1.739 -0.641
*
```

***

# 14
CH5O3Si | ωB97M-V/def2-TZVPD

Output
molecular weight = 93.13 g/mol
Kohn-Sham gap = 9.8497 eV
relative energy (zero: lowest compared OMol25 entry of this formula, charge and spin) = 217.50 kJ/mol
LUMO = -6.2 eV

ORCA input file:
```
! RIJCOSX wB97M-V def2-TZVPD def2/J DEFGRID3
* xyz 1 1
C 0.449 0.759 1.611
O -2.012 -0.886 -2.086
O -1.073 -0.006 -1.701
O 0.180 -0.758 -1.035
Si 1.077 -0.265 0.198
H 1.147 0.758 2.448
H 0.183 1.826 1.544
H -0.437 0.362 1.990
H 2.497 -0.878 0.072
H -2.010 -0.913 -3.040
*
```

***

# 15
CH5O4 | ωB97M-V/def2-TZVPD

Output
molecular weight = 81.05 g/mol
Kohn-Sham gap = 8.7621 eV
relative energy (zero: lowest compared OMol25 entry of this formula, charge and spin) = 56.72 kJ/mol
LUMO = 4.3 eV

ORCA input file:
```
! RIJCOSX wB97M-V def2-TZVPD def2/J DEFGRID3
* xyz -1 1
O -2.423 1.754 0.106
C -1.239 1.653 0.487
O -0.262 1.136 -0.096
H -1.077 2.082 1.523
H -0.719 -0.892 -0.042
H -0.172 -1.134 -1.555
O -0.303 -1.508 -0.688
H 2.346 -0.368 0.325
H 1.445 -1.405 -0.147
O 2.403 -1.318 0.087
*
```

***

# 16
CH5OS | ωB97M-V/def2-TZVPD

Output
molecular weight = 65.12 g/mol
Kohn-Sham gap = 6.5797 eV
relative energy (zero: lowest compared OMol25 entry of this formula, charge and spin) = 29.83 kJ/mol
LUMO = 4.4 eV

ORCA input file:
```
! RIJCOSX wB97M-V def2-TZVPD def2/J DEFGRID3
* xyz -1 1
O -0.264 1.938 1.058
H 0.599 2.245 0.871
C 0.009 -1.235 -0.377
S 0.895 -0.155 -1.484
H -1.073 -1.241 -0.552
H 0.329 -2.282 -0.425
H 0.174 -0.894 0.650
H -0.668 1.624 0.258
*
```

***

# 17
CH5OS | ωB97M-V/def2-TZVPD

Output
molecular weight = 65.12 g/mol
Kohn-Sham gap = 6.9671 eV
relative energy (zero: lowest compared OMol25 entry of this formula, charge and spin) = 17.12 kJ/mol
LUMO = 4.2 eV

ORCA input file:
```
! RIJCOSX wB97M-V def2-TZVPD def2/J DEFGRID3
* xyz -1 1
S -2.113 -1.374 1.055
H -2.658 -0.585 1.994
C 1.014 0.462 -0.781
O 0.733 0.027 0.540
H 1.335 -0.377 -1.397
H 0.124 0.900 -1.248
H 1.773 1.232 -0.732
H -0.210 -0.285 0.568
*
```

***

# 18
CH5OSr | ωB97M-V/def2-TZVPD

Output
⟨S²⟩ = 0.752
molecular weight = 120.67 g/mol
Kohn-Sham gap (spin up / spin down) = 4.3178 / 7.0142 eV
LUMO (spin up / spin down) = 0.0 / -0.3 eV

ORCA input file:
```
! RIJCOSX wB97M-V def2-TZVPD def2/J DEFGRID3
* xyz 0 2
H -1.286 1.285 -0.699
C 0.923 -1.170 -0.193
H 1.333 -0.541 -1.006
H 1.711 -1.903 0.054
H 0.070 -1.754 -0.587
Sr 0.205 0.259 1.750
O -1.255 1.493 0.265
H -1.701 2.331 0.417
*
```

***

# 19
CH5PS | ωB97M-V/def2-TZVPD

Output
molecular weight = 80.09 g/mol
Kohn-Sham gap = 9.7384 eV
relative energy (zero: lowest compared OMol25 entry of this formula, charge and spin) = 105.18 kJ/mol
LUMO = 0.8 eV

ORCA input file:
```
! RIJCOSX wB97M-V def2-TZVPD def2/J DEFGRID3
* xyz 0 1
C -0.584 0.585 1.028
P 0.391 -1.033 0.703
S 1.367 -1.242 -0.944
H -0.847 0.612 2.026
H -1.298 1.123 0.385
H 0.518 1.332 0.853
H -0.340 -2.183 1.431
H 1.279 -0.902 1.802
*
```

***

# 20
CH5PS2 | ωB97M-V/def2-TZVPD

Output
molecular weight = 112.16 g/mol
Kohn-Sham gap = 7.3334 eV
relative energy (zero: lowest compared OMol25 entry of this formula, charge and spin) = 403.90 kJ/mol
LUMO = -1.1 eV

ORCA input file:
```
! RIJCOSX wB97M-V def2-TZVPD def2/J DEFGRID3
* xyz 0 1
C -0.721 0.541 -0.173
P 1.306 -0.896 -1.204
S -1.796 -0.507 0.897
S -0.250 2.126 0.554
H -1.029 0.854 -1.196
H 2.265 -0.341 -0.420
H 0.871 -1.798 -0.368
H -1.461 -1.768 0.683
H 0.815 1.790 1.225
*
```